Entry 1:
Entry from the OMol25 dataset: the molecule C7H10 (the ωB97M-V functional and the def2-TZVPD basis).

Geometry as XYZ:
```
17
Properties=species:S:1:pos:R:3:lowdin_charge:R:1
C 1.74021 0.33413 0.89914 -0.016
C 0.91895 1.11707 0.21109 -0.177
C -0.53697 1.23217 0.50458 -0.237
C -1.21618 0.04959 1.13165 -0.080
C -1.25263 0.20277 -0.36134 -0.247
C -0.44191 -0.60015 -1.32430 -0.165
C 0.43321 -1.59229 -1.15274 0.007
H 1.44561 -0.03484 1.87764 0.065
H 2.68300 -0.02293 0.49369 0.065
H 1.20791 1.50779 -0.76749 0.114
H -0.97795 2.21887 0.63886 0.132
H -2.15693 0.23247 1.64599 0.104
H -0.61709 -0.74133 1.57140 0.096
H -2.22508 0.44859 -0.78715 0.132
H -0.61410 -0.27560 -2.34975 0.102
H 0.92093 -1.87425 -0.22210 0.054
H 0.68901 -2.20207 -2.00917 0.051
```

Calculated values
Structure (SMILES): C=C[C@@H]1C[C@@H]1C=C
ΔE to the lowest compared entry with this formula, charge and spin, eV: 2.6122
Gap between HOMO and LUMO, eV: 10.3
HOMO level, eV: -9.13
LUMO level, eV: 1.19

=====

Entry 2:
Entry from the OMol25 dataset: C17H17HfO8 as an isolated structure (the ωB97M-V functional and the def2-TZVPD basis).

Geometry as XYZ:
```
43
Properties=species:S:1:pos:R:3:lowdin_charge:R:1
Hf 0.09086 0.21164 0.92188 1.872
O -0.24088 1.12109 4.56465 0.174
C -0.40666 1.41768 3.42197 -0.544
O -1.06536 0.66562 2.50964 -0.161
C 0.14568 2.73429 2.85376 -0.088
C -0.64476 3.19238 1.62359 -0.204
C -0.27302 4.61266 1.21332 -0.066
C 1.12384 4.42289 0.56649 -0.071
C 1.36390 2.93685 0.77389 -0.211
O 0.00357 2.38184 0.56362 -0.189
C 1.60828 2.64310 2.27294 -0.081
C 2.37984 1.32535 2.46032 -0.507
O 3.41219 1.28853 3.04859 0.184
O 1.82793 0.25963 1.83536 -0.147
H 0.12142 3.45945 3.66279 0.170
H -1.70465 2.96229 1.63428 0.168
H -0.25732 5.27197 2.07848 0.132
H -0.99001 5.00954 0.49870 0.127
H 1.90095 5.01968 1.03759 0.133
H 1.10245 4.65943 -0.49501 0.128
H 2.04269 2.46141 0.06908 0.166
H 2.23543 3.40967 2.71855 0.166
C -3.05260 -5.73665 -0.81198 -0.030
O -2.25921 -5.34560 -1.93578 -0.026
C -1.55502 -4.22820 -1.86915 -0.250
C -0.78306 -3.92755 -3.01993 0.030
C -0.01658 -2.81093 -3.04166 0.007
C 0.03736 -1.91605 -1.93496 -0.100
C 0.80873 -0.73212 -1.99669 -0.299
C 1.67507 -0.43035 -3.17960 0.017
O 0.81261 0.15561 -1.07247 -0.117
C -0.73611 -2.24475 -0.78518 -0.267
O -0.71884 -1.47799 0.30051 -0.186
C -1.52489 -3.38449 -0.76546 0.075
H -3.53376 -6.66444 -1.09982 0.102
H -3.80788 -4.98185 -0.59131 0.103
H -2.42351 -5.90353 0.06292 0.104
H -0.82853 -4.60786 -3.85817 0.133
H 0.56025 -2.58955 -3.92778 0.120
H 2.28145 -1.29190 -3.45286 0.101
H 2.32289 0.41105 -2.95244 0.095
H 1.05063 -0.16887 -4.03640 0.113
H -2.08539 -3.59101 0.13375 0.126
```

Calculated values
ΔE to the lowest compared entry with this formula, charge and spin, eV: 0.0000
Gap between HOMO and LUMO, eV: 8.3
HOMO level, eV: -12.28
Total charge: +1
LUMO level, eV: -4.02

=====

Entry 3:
Entry from the OMol25 dataset: C30H28Cl48N2S as an isolated structure in a non-equilibrium geometry (the ωB97M-V functional and the def2-TZVPD basis).

Geometry as XYZ:
```
109
Properties=species:S:1:pos:R:3:lowdin_charge:R:1
C 0.29278 -4.78538 1.93688 -0.151
C -0.41989 -5.22373 0.64354 -0.244
C -1.82445 -5.78762 0.88503 -0.206
C -2.84118 -4.75918 1.42582 -0.220
C -3.54670 -4.00731 0.27581 -0.217
C -4.05478 -2.60068 0.61075 -0.184
C -2.97360 -1.51848 0.94410 -0.198
C -1.53140 -1.90227 0.58056 -0.188
C -0.63322 -0.65517 0.31768 -0.172
C 0.31131 -0.36854 1.49184 -0.202
C 1.39294 0.69484 1.21819 -0.202
C 2.76293 0.08440 0.81719 -0.133
C 2.63747 -0.61983 -0.53010 -0.238
C 2.94006 -2.01957 -0.64467 -0.125
C 2.78951 -2.64456 -1.84158 -0.044
C 2.34624 -1.90506 -2.96407 -0.407
N 2.12463 -2.35235 -4.20494 -0.235
S 1.61845 -1.12886 -5.08804 0.958
N 1.62283 0.07652 -3.99913 -0.239
C 2.05926 -0.50134 -2.88581 -0.519
C 2.23246 0.10711 -1.60429 -0.032
H 1.01224 -3.99858 1.68837 0.025
H -0.39474 -4.38694 2.68531 -0.004
H 0.85430 -5.60391 2.39170 0.069
H 0.21631 -5.99826 0.20180 0.103
H -0.44004 -4.40991 -0.08460 0.085
H -1.74371 -6.57023 1.64986 0.106
H -2.18658 -6.26766 -0.02791 0.110
H -3.60639 -5.35536 1.93322 0.097
H -2.39510 -4.09617 2.16568 0.033
H -4.43765 -4.59538 0.02735 0.109
H -2.93169 -4.03586 -0.62776 0.101
H -4.59803 -2.24442 -0.26780 0.102
H -4.73754 -2.65620 1.46239 0.107
H -3.24477 -0.62836 0.36884 0.101
H -3.05588 -1.21643 1.99086 0.016
H -1.46618 -2.50899 -0.31936 0.097
H -1.03714 -2.40889 1.41372 0.070
H -1.23273 0.23950 0.11708 0.111
H -0.07788 -0.83372 -0.60617 0.094
H -0.31737 0.01892 2.29725 0.048
H 0.80962 -1.26994 1.86604 0.105
H 1.58405 1.21724 2.16413 0.093
H 1.08104 1.44936 0.49456 0.103
H 3.44437 0.92405 0.66373 0.121
H 3.08790 -0.60463 1.59620 0.074
H 3.28146 -2.56026 0.22962 -0.074
H 3.00466 -3.69834 -1.97888 0.122
H 2.02132 1.16897 -1.53463 0.131
C -1.62473 -3.98428 5.50196 -1.998
Cl -2.68220 -5.31273 5.02976 0.541
Cl -2.06593 -3.41442 7.12037 0.530
Cl 0.05511 -4.52271 5.48275 0.535
Cl -1.76186 -2.66040 4.34211 0.564
C 5.46528 0.53916 -5.14710 -1.963
Cl 5.81533 -0.92331 -6.07375 0.529
Cl 6.97590 1.28624 -4.60686 0.543
Cl 4.57518 1.67994 -6.16347 0.546
Cl 4.46571 0.10145 -3.75934 0.566
C -2.59324 2.25813 3.67857 -1.997
Cl -1.00226 2.70882 3.03473 0.530
Cl -2.78872 2.97117 5.27923 0.518
Cl -3.86919 2.84775 2.61320 0.534
Cl -2.69853 0.49338 3.78496 0.556
C -2.25872 6.22236 -0.06001 -2.021
Cl -3.97464 6.47212 0.28592 0.519
Cl -2.06269 5.78224 -1.76013 0.508
Cl -1.36483 7.71022 0.28599 0.500
Cl -1.63782 4.91539 0.95392 0.483
C 0.83517 8.76674 -2.94595 -2.029
Cl -0.87836 9.00270 -2.57902 0.478
Cl 1.02413 8.36978 -4.65532 0.496
Cl 1.72342 10.25379 -2.58727 0.529
Cl 1.47794 7.44670 -1.96185 0.521
C 4.23980 -3.38141 3.24636 -1.981
Cl 2.63618 -3.51327 3.97101 0.539
Cl 4.08938 -3.63290 1.50093 0.620
Cl 4.89307 -1.76777 3.56507 0.541
Cl 5.31688 -4.59916 3.93264 0.553
C 6.93879 -1.71286 -1.11163 -1.982
Cl 8.34520 -0.69363 -1.43558 0.536
Cl 7.29892 -3.38075 -1.57344 0.532
Cl 6.54327 -1.65326 0.60867 0.508
Cl 5.55596 -1.12774 -2.04726 0.531
C -6.53128 -5.51357 6.85612 -2.047
Cl -7.88812 -4.43756 6.50412 0.526
Cl -6.84791 -6.39028 8.35724 0.527
Cl -6.33637 -6.66839 5.52929 0.516
Cl -5.05171 -4.56654 7.02489 0.476
C -5.99889 7.63171 -3.44430 -2.058
Cl -4.39035 8.36092 -3.43325 0.500
Cl -5.85034 5.88932 -3.69601 0.520
Cl -6.79560 7.93740 -1.89589 0.513
Cl -6.95789 8.33812 -4.74893 0.526
C -3.05374 6.58097 7.25899 -2.058
Cl -2.11237 6.14031 5.83293 0.499
Cl -2.32631 7.98872 8.04024 0.525
Cl -4.70943 6.96368 6.77610 0.524
Cl -3.07035 5.22114 8.39094 0.515
C 2.70961 9.52479 -8.27197 -2.053
Cl 4.33004 9.90582 -8.86478 0.524
Cl 2.47698 10.24185 -6.67603 0.491
Cl 1.50503 10.17104 -9.39145 0.525
Cl 2.52281 7.76947 -8.15467 0.516
C 3.93453 -4.40446 -7.40741 -2.048
Cl 2.56862 -3.31688 -7.72534 0.504
Cl 3.38934 -6.07571 -7.58904 0.527
Cl 5.23294 -4.07898 -8.56352 0.520
Cl 4.53745 -4.14440 -5.77450 0.510
```

Calculated values
ΔE to the lowest compared entry with this formula, charge and spin, eV: 1.9279
Gap between HOMO and LUMO, eV: 8.3
HOMO level, eV: -8.86
LUMO level, eV: -0.60

=====

Entry 4:
Entry from the OMol25 dataset: C18H30ClN3O6Ti as an isolated structure in a non-equilibrium geometry (the ωB97M-V functional and the def2-TZVPD basis).

Geometry as XYZ:
```
59
Properties=species:S:1:pos:R:3:lowdin_charge:R:1
Ti 1.07131 -0.27487 0.10731 0.915
C -1.54396 -2.23542 1.16245 -0.140
C -1.25843 -3.09702 -0.03611 -0.190
O -1.27695 -2.25509 -1.17081 -0.153
C -0.90858 -2.90188 -2.38073 -0.168
C 0.57682 -2.73606 -2.65388 -0.188
O 0.99903 -1.39691 -2.46512 -0.215
C 0.48540 -0.45100 -3.38558 -0.155
C -0.69820 0.26713 -2.76089 -0.151
O -0.34229 0.67921 -1.44425 -0.252
C 0.26456 1.99903 -1.36317 -0.235
C 0.87867 1.92807 -0.01419 -0.133
O 1.48437 0.19666 1.80007 -0.325
C 1.34245 -0.69478 2.86826 -0.264
C -0.05133 -1.31513 2.79282 -0.141
O -0.46904 -1.31685 1.41183 -0.257
H -1.67343 -2.87403 2.03647 0.134
H -2.46107 -1.66206 1.00993 0.124
H -2.04420 -3.85878 -0.11561 0.139
H -0.28756 -3.58896 0.07649 0.105
H -1.50298 -2.44210 -3.17249 0.122
H -1.17021 -3.96474 -2.35546 0.135
H 0.80179 -3.06816 -3.67375 0.136
H 1.17331 -3.32015 -1.95657 0.077
H 0.19609 -0.92519 -4.32885 0.138
H 1.29334 0.25302 -3.59236 0.130
H -1.56693 -0.37850 -2.66135 0.114
H -0.98047 1.14622 -3.34604 0.141
H -0.52159 2.74950 -1.50254 0.128
H 1.00838 2.11519 -2.15507 0.116
H 0.13823 2.01004 0.78304 0.049
H 1.77376 2.51131 0.15714 0.083
H 1.43684 -0.15144 3.81326 0.125
H 2.11694 -1.46261 2.81844 0.090
H -0.78690 -0.74222 3.36336 0.122
H -0.02810 -2.34359 3.15804 0.132
Cl 2.18674 -2.34009 0.23974 0.206
N 2.69577 0.32119 -0.94515 0.056
C 3.65612 0.75338 -1.43995 -0.112
C 4.71007 1.36205 -2.07419 -0.263
C 4.43815 2.63058 -2.64528 -0.245
N 4.15631 3.65970 -3.08426 0.123
C 5.98433 0.75034 -2.15066 -0.237
N 7.02387 0.25657 -2.20854 0.128
C -3.30666 0.95269 0.26187 -0.060
C -3.20537 1.23721 1.74384 -0.281
O -1.90034 1.69230 2.03173 -0.178
C -1.74508 2.09899 3.37860 -0.281
C -0.35987 2.67842 3.55742 -0.057
H -4.27060 0.49902 0.02676 0.084
H -2.51190 0.27980 -0.06152 0.049
H -3.21235 1.87676 -0.30938 0.085
H -3.42575 0.33744 2.33871 0.117
H -3.93767 2.00129 2.03632 0.121
H -1.90080 1.23819 4.04617 0.112
H -2.51484 2.84072 3.62844 0.120
H 0.39413 1.99363 3.16809 0.056
H -0.15946 2.85864 4.61410 0.082
H -0.26390 3.62336 3.02308 0.085
```

Calculated values
ΔE to the lowest compared entry with this formula, charge and spin, eV: 0.0847
Gap between HOMO and LUMO (spin up / spin down), eV: 7.3 / 7.3
HOMO level (spin up / spin down), eV: -7.84 / -7.84
LUMO level (spin up / spin down), eV: -0.52 / -0.52

=====

Entry 5:
Entry from the OMol25 dataset: a 2-piece molecular cluster, C8H9Cl2N2 overall in a non-equilibrium geometry (the ωB97M-V functional and the def2-TZVPD basis).

Geometry as XYZ:
```
21
Properties=species:S:1:pos:R:3:lowdin_charge:R:1
C -2.43694 1.33572 0.08858 -0.035
C -1.80325 1.29084 -1.13874 -0.039
C -1.68499 1.33032 1.28724 0.011
C -0.38204 1.35896 -1.20069 -0.056
C -0.26643 1.20983 1.23623 -0.030
C 0.33176 1.30955 0.00636 -0.406
C 1.75985 -1.04209 -0.10203 -0.205
C 1.72450 1.26144 -0.08440 -1.178
N 0.77456 -1.63650 -0.64685 0.205
N 2.47966 -1.68825 0.78131 0.165
Cl 2.59278 1.59838 -1.53137 0.743
Cl 2.65659 1.41182 1.29270 0.788
H -3.46701 1.24854 0.12615 0.092
H -2.31537 1.17875 -2.08115 0.115
H -2.13311 1.35252 2.21266 0.088
H -0.03452 1.14882 -2.18538 0.095
H 0.27632 1.29143 2.11177 0.069
H -0.06085 -1.03697 -1.00938 0.178
H 0.51787 -2.52362 -0.43039 0.093
H 3.39813 -1.28657 1.02932 0.127
H 2.27005 -2.73879 0.75136 0.180
```

Calculated values
ΔE to the lowest compared entry with this formula, charge and spin, eV: 0.0000
Gap between HOMO and LUMO (spin up / spin down), eV: 7.5 / 6.0
⟨S²⟩: 2.036
HOMO level (spin up / spin down), eV: -10.79 / -13.19
Spin multiplicity: 3
Total charge: +1
LUMO level (spin up / spin down), eV: -3.27 / -7.23

=====

Entry 6:
Entry from the OMol25 dataset: C17H34Cl2HoP2 as an isolated structure in a non-equilibrium geometry (the ωB97M-V functional and the def2-TZVPD basis).

Geometry as XYZ:
```
56
Properties=species:S:1:pos:R:3:lowdin_charge:R:1
Ho 0.04945 -0.12561 2.29659 -0.015
Cl 1.09267 -0.41736 0.09263 -0.299
Cl -2.07305 -1.00326 2.06628 -0.185
H -0.46620 1.66121 2.03182 -0.207
H 1.59054 0.90728 2.52647 -0.234
P 0.18343 0.12227 -3.79993 1.079
C 1.87223 -0.47381 -4.37758 -0.569
C -1.03344 -0.80177 -4.88562 -0.605
C 0.17535 1.89535 -4.41471 -0.579
C 2.42337 -1.50449 -3.38932 -0.151
H 2.49242 0.44222 -4.27768 0.100
C 2.00010 -0.96834 -5.81058 -0.140
H 1.45244 -1.90687 -5.97319 0.063
H 3.06687 -1.17781 -6.03677 0.078
H 1.65342 -0.23556 -6.55010 0.049
H 2.40254 -1.11875 -2.36007 0.018
H 3.46578 -1.75716 -3.64227 0.071
H 1.84012 -2.43470 -3.41294 0.064
H 1.18213 2.24170 -4.10093 0.099
C -0.84468 2.73124 -3.63755 -0.142
C 0.05632 2.11978 -5.91486 -0.132
H 0.86502 1.63748 -6.47859 0.052
H 0.11326 3.20632 -6.13707 0.077
H -0.90360 1.76306 -6.31212 0.063
H -0.71410 2.60134 -2.55341 0.078
H -1.87651 2.45715 -3.89192 0.057
H -0.71485 3.79901 -3.87213 0.071
C -1.02848 -2.27551 -4.50870 -0.143
H -0.70774 -0.70308 -5.95152 0.100
C -2.43545 -0.22825 -4.75381 -0.144
H -0.05011 -2.75402 -4.64624 0.048
H -1.75824 -2.82906 -5.12112 0.074
H -1.31902 -2.39869 -3.45019 0.088
H -2.74722 -0.20544 -3.69570 0.087
H -3.15570 -0.86225 -5.29774 0.074
H -2.52308 0.78878 -5.15767 0.048
C 1.87879 -0.36030 5.78139 -0.277
P 0.22276 -0.12548 4.99652 0.811
C 0.02533 -1.98015 4.69500 -0.316
C -0.52298 0.35970 6.56961 -0.402
C -1.51364 -0.40444 7.14324 -0.109
C -2.03060 -0.06120 8.37563 -0.106
C -1.55768 1.04768 9.05858 -0.106
C -0.55188 1.82246 8.47917 -0.107
C -0.04032 1.49508 7.25267 -0.105
H 2.49896 -0.91100 5.13036 0.016
H 1.73812 -0.91560 6.73432 0.063
H 2.28497 0.60911 5.97934 0.022
H 0.23284 -2.49019 5.61508 0.035
H -0.95966 -2.17751 4.33785 -0.028
H 0.77626 -2.26721 3.91852 0.050
H -1.90054 -1.30241 6.61868 0.115
H -2.83364 -0.68083 8.82894 0.111
H -1.96800 1.31483 10.04461 0.102
H -0.17233 2.71076 9.02851 0.112
H 0.76722 2.12424 6.81024 0.123
```

Calculated values
Gap between HOMO and LUMO (spin up / spin down), eV: 6.0 / 6.0
⟨S²⟩: 6.005
HOMO level (spin up / spin down), eV: -3.41 / -3.36
Spin multiplicity: 5
Total charge: -1
LUMO level (spin up / spin down), eV: 2.63 / 2.63

=====

Entry 7:
Entry from the OMol25 dataset: a 2-piece molecular cluster, C3H7N2O overall in a non-equilibrium geometry (the ωB97M-V functional and the def2-TZVPD basis).

Geometry as XYZ:
```
13
Properties=species:S:1:pos:R:3:lowdin_charge:R:1
C -2.42571 2.10858 -0.26097 -0.046
C -2.13919 0.81000 0.13873 -0.018
N -0.98084 0.51936 -0.48141 0.079
C -0.44248 1.61757 -1.13926 0.020
N -1.44430 2.55512 -1.04463 0.107
H -3.42394 2.45909 -0.13700 0.138
H -2.72830 0.03332 0.58759 0.141
H -0.51690 -0.41994 -0.60708 0.211
H 0.51243 1.65435 -1.74353 0.181
H -1.52772 3.44514 -1.51362 0.186
H 5.57315 -4.63357 1.53684 0.019
H 4.30648 -5.08945 2.35658 0.006
O 5.23731 -5.05957 2.30778 -0.025
```

Calculated values
ΔE to the lowest compared entry with this formula, charge and spin, eV: 1.1452
Gap between HOMO and LUMO, eV: 9.2
HOMO level, eV: -13.15
Total charge: +1
LUMO level, eV: -4.00

=====

Entry 8:
Entry from the OMol25 dataset: the molecule C6H10 in a non-equilibrium geometry (the ωB97M-V functional and the def2-TZVPD basis).

Geometry as XYZ:
```
16
Properties=species:S:1:pos:R:3:lowdin_charge:R:1
C 2.25901 0.23862 0.20172 -0.068
C 0.75654 0.06780 -0.01001 -0.235
C -0.04673 1.13342 -0.13820 -0.091
C -1.50313 0.75857 -0.31460 -0.194
C -1.50791 -0.63511 0.32270 -0.239
C -0.19274 -1.21979 -0.13312 -0.152
H 2.85750 -0.37719 -0.47630 0.067
H 2.58114 1.28397 0.04528 0.074
H 2.57012 -0.01903 1.22327 0.071
H 0.26810 2.17877 -0.10941 0.108
H -2.19261 1.47514 0.14242 0.102
H -1.75480 0.68624 -1.38494 0.112
H -1.51585 -0.53233 1.41830 0.116
H -2.25395 -1.37829 -0.01410 0.111
H -0.33286 -1.50943 -1.19252 0.111
H 0.00817 -2.15135 0.41950 0.106
```

Calculated values
Structure (SMILES): CC1=CCCC1
ΔE to the lowest compared entry with this formula, charge and spin, eV: 0.4839
Gap between HOMO and LUMO, eV: 10.0
HOMO level, eV: -8.84
LUMO level, eV: 1.16

=====

Energy values (in eV) by entry order: -7418.4226, -35590.6701, -646450.2314, -71544.3938, -36455.7701, -87602.6652, -8244.9938, -6383.3756.